[1]
Molecular formula: C18H17N5O4S2
Method: DFT, the ωB97M-V functional and the def2-TZVPD basis

SMILES: COc1ccc(NC(=O)CSc2nc(N)c(NC(=O)c3cccs3)c(=O)[nH]2)cc1
Lowest unoccupied orbital energy (hartree): 0.0108
E (eV): -56254.6754
Energy relative to the best compared isomer or geometry (same formula, charge and spin) (kcal per mole): 0.00
Frontier orbital gap (eV): 8.0

```
46
Properties=species:S:1:pos:R:3:forces:R:3
C -3.029 -1.000 -4.950 -0.12 -0.14 -0.04
H -4.077 -0.685 -4.922 0.03 -0.02 0.02
O -2.158 0.074 -4.689 0.18 0.20 0.03
C -2.225 0.686 -3.478 0.05 0.14 0.15
C -3.125 0.364 -2.468 0.03 -0.16 -0.33
C -3.098 1.060 -1.272 0.17 0.25 0.10
C -2.182 2.084 -1.057 -0.07 -0.12 -0.17
C -1.284 2.412 -2.071 0.09 0.06 0.00
C -1.310 1.719 -3.261 -0.23 -0.28 -0.10
H -0.619 1.962 -4.052 0.10 0.04 -0.09
H -0.568 3.200 -1.915 0.03 0.03 0.00
N -2.200 2.731 0.189 -0.56 0.06 -0.09
C -1.248 3.539 0.720 -0.41 0.16 0.21
O -0.295 3.989 0.132 0.14 0.09 -0.16
C -1.543 3.909 2.176 0.54 -0.24 0.20
H -1.867 4.949 2.235 0.01 -0.03 0.00
H -2.280 3.256 2.642 -0.06 0.06 -0.09
S -0.017 3.830 3.154 -0.11 0.40 0.12
C 0.532 2.238 2.690 -0.32 -0.19 -0.15
N -0.193 1.523 1.901 0.06 0.12 0.26
C 0.250 0.291 1.504 0.46 -0.36 0.35
N -0.592 -0.408 0.727 -0.01 -0.16 -0.14
H -1.328 0.104 0.269 0.03 0.07 0.02
H -0.195 -1.232 0.259 -0.17 0.19 0.07
C 1.470 -0.190 1.964 -0.27 0.48 -0.13
C 2.254 0.587 2.882 -0.34 -0.12 -0.31
O 3.318 0.224 3.367 0.24 -0.04 0.13
N 1.712 1.831 3.203 0.03 0.15 0.06
H 2.249 2.429 3.818 -0.01 -0.15 -0.08
N 2.098 -1.414 1.682 0.39 -0.22 0.27
C 1.890 -2.386 0.772 -0.20 0.46 0.15
O 0.986 -2.400 -0.065 0.17 -0.16 -0.08
C 2.849 -3.490 0.842 0.27 -0.69 -0.28
C 3.932 -3.716 1.652 -0.40 0.20 -0.22
C 4.581 -4.928 1.358 0.10 -0.23 -0.08
C 3.988 -5.604 0.335 -0.32 0.19 -0.15
S 2.626 -4.779 -0.294 0.36 0.19 0.45
H 4.277 -6.546 -0.086 0.09 -0.21 -0.06
H 5.450 -5.282 1.884 0.14 -0.08 0.07
H 4.265 -3.051 2.429 0.03 0.15 0.14
H 2.932 -1.482 2.264 -0.16 -0.11 -0.16
H -2.916 2.390 0.815 0.25 0.11 0.01
H -3.806 0.799 -0.496 -0.07 -0.03 0.09
H -3.849 -0.425 -2.593 -0.05 -0.08 -0.05
H -2.784 -1.339 -5.955 -0.06 -0.02 0.08
H -2.874 -1.822 -4.244 -0.02 0.03 -0.01
```
Forces are in eV/Å.

Here are the Löwdin charges for atoms 1 to 4, given in e:
1. C -0.09
2. H 0.09
3. O -0.08
4. C -0.28

=====

[2]
Molecular formula: C18H17N7O4OsS
Method: DFT, the ωB97M-V functional and the def2-TZVPD basis

Lowest unoccupied orbital energy (alpha / beta) (hartree): -0.3206 / -0.3215
E (eV): -50846.9995
Energy relative to the best compared isomer or geometry (same formula, charge and spin) (kcal per mole): 21.05
Total charge: +2
Frontier orbital gap (alpha / beta) (eV): 6.0 / 6.0

```
48
Properties=species:S:1:pos:R:3:forces:R:3
Os -0.009 1.071 -0.093 -0.22 -1.00 0.57
C -5.731 -0.547 1.419 0.00 0.02 0.00
C -4.362 0.001 1.683 -0.02 0.01 -0.01
C -3.451 -0.709 2.480 0.00 -0.02 0.01
C -2.186 -0.226 2.729 -0.05 0.04 0.12
C -1.824 1.003 2.173 0.11 -0.11 -0.08
C -2.706 1.741 1.376 0.03 0.01 -0.12
C -3.970 1.222 1.139 -0.02 -0.02 -0.01
S -0.223 1.650 2.442 -0.10 0.77 -0.07
O -0.091 2.706 1.390 0.22 0.22 -0.14
O 0.171 1.957 3.762 -0.02 -0.28 0.03
N 0.674 0.497 1.615 0.26 0.03 -0.33
C 2.077 0.375 1.785 -0.05 0.04 -0.06
C 2.762 0.115 2.938 -0.03 -0.04 0.03
C 4.170 0.027 2.882 0.01 -0.02 0.12
C 4.850 0.212 1.712 0.08 0.01 -0.05
C 4.156 0.515 0.514 -0.05 -0.01 0.03
C 4.766 0.802 -0.724 0.02 0.00 -0.01
C 3.984 1.154 -1.791 0.00 0.01 -0.05
C 2.593 1.227 -1.650 0.02 -0.02 0.03
N 1.991 0.939 -0.506 -0.10 0.14 -0.03
C 2.760 0.586 0.574 -0.07 0.01 0.07
H -6.009 -1.303 2.150 0.01 0.01 0.00
H -5.766 -1.006 0.428 0.00 0.00 0.01
H -6.478 0.246 1.436 0.01 -0.01 0.00
H -3.755 -1.651 2.919 0.01 0.01 -0.01
H -1.497 -0.777 3.358 -0.01 0.01 -0.03
H -2.425 2.714 0.990 -0.02 -0.01 0.03
H -4.671 1.794 0.544 0.02 -0.02 0.00
H 2.241 -0.029 3.875 0.00 0.02 0.00
H 4.713 -0.184 3.793 -0.01 -0.01 -0.01
H 5.931 0.150 1.691 -0.02 0.00 0.00
H 5.844 0.761 -0.816 -0.01 0.00 0.00
H 4.416 1.398 -2.751 0.00 0.01 0.01
H 1.965 1.524 -2.473 0.03 -0.01 0.01
N 0.000 -1.919 -4.484 0.03 -0.04 0.04
C -0.426 -2.856 -3.640 0.00 0.00 -0.04
N -0.589 -4.105 -4.040 0.04 0.02 0.02
N -0.742 -2.590 -2.359 -0.10 0.09 0.05
C -0.487 -1.513 -1.760 -0.01 -0.07 -0.18
N -0.311 -0.550 -1.116 0.23 0.12 -0.26
H 0.194 -2.125 -5.450 -0.02 -0.01 -0.01
H 0.020 -0.952 -4.204 0.00 0.05 -0.01
H -0.421 -4.397 -4.988 -0.01 0.00 -0.02
H -0.915 -4.787 -3.375 0.01 -0.02 0.01
O -0.045 1.287 -3.275 0.42 -0.86 -0.31
N -0.627 2.195 -2.838 -0.30 0.86 0.35
O -0.559 2.354 -1.463 -0.29 0.09 0.29
```
Forces are in eV/Å.

Here are the Löwdin charges for atoms 1 to 4, given in e:
1. Os 1.59
2. C -0.02
3. C -0.22
4. C 0.01

=====

[3]
Molecular formula: C18H17NO3
Method: DFT, the ωB97M-V functional and the def2-TZVPD basis

SMILES: COc1ccc(OC(=O)CCc2c[nH]c3ccccc23)cc1
Lowest unoccupied orbital energy (hartree): 0.0292
E (eV): -26574.6991
Energy relative to the best compared isomer or geometry (same formula, charge and spin) (kcal per mole): 14.62
Frontier orbital gap (eV): 8.8

```
39
Properties=species:S:1:pos:R:3:forces:R:3
C 1.409 7.009 -2.004 -0.01 0.14 0.12
H 0.366 7.178 -1.719 0.03 -0.01 0.00
O 1.529 5.949 -2.922 0.02 -0.19 -0.19
C 1.119 4.709 -2.542 -0.03 -0.24 -0.04
C 0.586 4.391 -1.299 0.13 0.29 -0.11
C 0.199 3.092 -1.015 0.00 -0.38 -0.07
C 0.336 2.104 -1.974 -0.03 0.46 -0.01
C 0.873 2.411 -3.219 -0.17 -0.19 0.29
C 1.263 3.701 -3.499 0.01 0.28 0.12
H 1.680 3.959 -4.458 0.05 0.02 -0.12
H 0.980 1.629 -3.954 0.01 -0.09 -0.09
O 0.007 0.772 -1.734 0.56 0.06 -0.22
C -1.131 0.446 -1.098 -0.64 -0.28 0.07
O -1.965 1.232 -0.737 0.11 -0.06 -0.01
C -1.195 -1.046 -0.880 0.10 0.19 0.21
H -2.234 -1.366 -0.958 0.01 0.06 -0.05
H -0.586 -1.552 -1.629 -0.05 -0.03 -0.02
C -0.667 -1.359 0.526 -0.07 -0.14 -0.11
C -0.743 -2.812 0.867 -0.04 0.09 -0.19
C -1.148 -3.856 0.090 0.02 0.36 -0.08
N -1.063 -5.030 0.793 -0.12 -0.40 -0.19
C -0.600 -4.765 2.047 0.19 0.38 0.39
C -0.348 -5.613 3.118 -0.01 -0.11 0.03
C 0.124 -5.047 4.283 -0.03 -0.15 -0.02
C 0.342 -3.670 4.384 0.08 0.17 0.16
C 0.095 -2.824 3.327 -0.01 -0.04 -0.03
C -0.384 -3.369 2.135 -0.07 -0.49 -0.02
H 0.266 -1.762 3.414 0.03 0.12 0.04
H 0.712 -3.268 5.316 0.03 0.04 0.06
H 0.330 -5.676 5.136 0.01 -0.06 0.05
H -0.517 -6.677 3.039 0.00 -0.10 0.03
H -1.309 -5.938 0.438 0.03 0.12 0.05
H -1.496 -3.861 -0.925 -0.06 0.02 -0.18
H -1.248 -0.789 1.258 0.05 0.04 -0.03
H 0.373 -1.026 0.603 -0.04 0.06 0.03
H -0.215 2.857 -0.047 -0.04 -0.01 0.03
H 0.464 5.143 -0.535 0.00 0.09 0.05
H 1.788 7.890 -2.520 -0.04 -0.03 0.08
H 2.008 6.832 -1.105 -0.03 0.00 -0.02
```
Forces are in eV/Å.

Here are the Löwdin charges for atoms 1 to 4, given in e:
1. C -0.09
2. H 0.10
3. O -0.09
4. C -0.28

=====

[4]
Molecular formula: C18H18AuBN5
Method: DFT, the ωB97M-V functional and the def2-TZVPD basis

Lowest unoccupied orbital energy (hartree): 0.1162
E (eV): -30779.4495
Total charge: -1
Frontier orbital gap (eV): 7.0

```
43
Properties=species:S:1:pos:R:3:forces:R:3
Au -0.525 0.014 -0.135 0.69 0.04 -0.04
B -4.391 -0.016 -0.295 -0.17 0.02 -0.03
N -3.560 -1.311 -0.298 -0.26 -0.37 0.12
C -4.156 -2.507 -0.240 -0.02 -0.37 0.01
C -3.188 -3.490 -0.309 -0.20 -0.06 0.00
C -1.998 -2.779 -0.413 -0.15 -0.06 -0.01
N -2.249 -1.475 -0.402 0.70 0.16 -0.11
N -3.573 1.289 -0.281 -0.25 0.33 0.05
C -4.171 2.485 -0.264 0.01 0.39 -0.02
C -3.199 3.467 -0.235 -0.21 0.02 -0.01
C -2.006 2.756 -0.233 -0.15 0.10 0.03
N -2.259 1.453 -0.258 0.74 -0.18 0.00
H -5.066 -0.023 0.705 -0.24 -0.03 0.09
H -5.057 -0.017 -1.300 -0.24 0.04 -0.12
H -5.223 -2.592 -0.165 -0.17 0.08 0.03
H -3.329 -4.552 -0.282 -0.03 -0.18 -0.02
H -0.991 -3.137 -0.500 0.24 -0.02 0.01
H -5.240 2.573 -0.269 -0.19 -0.09 -0.02
H -3.338 4.529 -0.219 -0.04 0.18 0.01
H -0.995 3.111 -0.202 0.22 0.03 0.01
C 3.388 -3.742 0.042 0.14 -0.23 0.02
C 2.156 -3.551 0.650 0.11 -0.25 -0.04
C 1.584 -2.301 0.688 -0.07 0.09 0.03
C 2.234 -1.185 0.136 0.13 -0.48 -0.12
C 3.509 -1.382 -0.422 -0.07 0.15 -0.02
C 4.050 -2.647 -0.493 0.17 -0.15 0.07
N 1.570 0.000 0.044 -1.21 -0.02 -0.15
C 2.215 1.196 0.149 0.11 0.47 0.18
C 3.269 1.402 1.055 -0.06 -0.15 -0.01
C 3.732 2.674 1.307 0.18 0.17 -0.02
C 3.225 3.769 0.624 0.13 0.23 0.03
C 2.238 3.569 -0.330 0.08 0.25 0.06
C 1.735 2.310 -0.559 -0.04 -0.13 -0.05
H 3.827 -4.728 -0.019 0.02 -0.05 0.01
H 1.639 -4.396 1.088 -0.07 -0.01 0.00
H 0.598 -2.152 1.111 0.02 0.02 0.06
H 4.030 -0.542 -0.867 -0.04 0.00 0.02
H 5.000 -2.792 -0.991 0.10 0.02 0.00
H 3.657 0.561 1.617 -0.03 -0.01 -0.01
H 4.486 2.825 2.068 0.11 -0.01 0.04
H 3.590 4.764 0.840 0.04 0.07 -0.01
H 1.853 4.417 -0.885 -0.07 0.00 -0.02
H 0.926 2.152 -1.262 0.02 -0.03 -0.04
```
Forces are in eV/Å.

Here are the Löwdin charges for atoms 1 to 4, given in e:
1. Au 0.79
2. B -0.45
3. N -0.09
4. C -0.12